Computed, not measured: a molecular structure, C31H22F5N7O3TeTi, with the ωB97M-V functional and the def2-TZVPD basis.

Properties
Frontier orbital gap (alpha / beta) ... 5.354 / 5.780 eV
Highest occupied orbital energy (alpha / beta) ... -6.38 / -8.71 eV
2S+1 ... 3
ΔE to the lowest compared entry with this formula, charge and spin ... 0.411 eV
Net charge ... 0

Cartesian coordinates (Å):
N: -0.6496 -0.4690 2.8095
C: -0.1260 0.6647 4.8701
C: 0.4165 -2.9576 -0.3217
N: 1.2453 -2.9312 0.6430
C: -1.6084 0.5307 -4.1071
C: -1.7103 4.9790 0.1840
H: -0.2313 2.8197 3.1017
O: -2.4101 6.9733 -1.8083
F: -5.4876 0.5251 -0.0288
C: -0.2225 -4.1741 -0.8708
C: -0.1914 -5.4993 -0.4986
C: -0.3701 0.6803 3.4816
H: 1.6857 1.5021 0.9325
C: -0.7062 2.8217 0.5619
H: 0.4768 2.0615 -1.0617
H: -2.1789 -4.2951 -3.6504
C: -0.4566 -1.7082 4.8350
C: -0.7141 -2.2819 -2.0708
C: 3.5017 0.4517 1.3332
O: -1.5854 0.4184 -0.8416
C: -0.1665 -0.5293 5.5393
N: 0.5901 -0.2756 -3.4533
Te: -3.7159 0.2193 -0.6822
C: -0.9073 -6.3999 -1.2849
C: 4.0628 -0.8058 1.4968
H: 3.6331 -2.9203 1.3990
F: -4.2139 0.6918 -2.4922
H: -2.3311 5.7844 0.5605
H: -2.1614 -6.6993 -2.9950
F: -1.7228 -1.8898 0.8035
C: -1.3445 6.1728 -2.0322
N: -1.3344 -1.5145 -2.9738
F: -3.5725 2.0646 -0.5008
C: -1.4939 3.8839 1.0017
H: 2.1771 0.9259 -3.8948
N: -0.5297 1.6679 1.3529
C: -1.6145 -5.9747 -2.4065
O: -0.6219 6.3927 -2.9656
C: 1.0963 0.8359 -3.9318
C: -0.3554 1.8317 2.6743
H: 0.0187 -0.5623 6.6051
N: 0.0262 -1.8451 -1.0790
H: 0.3633 -5.8206 0.3727
C: -0.1189 2.8915 -0.7030
H: -1.9890 3.8189 1.9613
H: 0.8029 2.7581 -4.8698
H: 5.1036 -0.9191 1.7700
H: -2.6725 0.3480 -4.1148
C: -1.1364 5.0411 -1.0821
H: 4.0831 1.3530 1.4628
H: -0.5049 -2.6646 5.3345
C: 1.9321 -1.7442 0.9251
C: -1.6296 -4.6334 -2.7819
C: -0.6967 -1.6232 3.4818
Ti: -0.9355 -0.2429 0.6169
H: 0.0886 1.5925 5.3835
H: -0.9160 -7.4490 -1.0201
H: 0.1268 4.0607 -2.4862
F: -2.9603 0.2637 1.2548
C: -0.7578 -0.4237 -3.4962
C: 0.3205 1.8656 -4.4947
C: 2.1603 0.5387 1.0248
C: -0.9256 -3.7510 -1.9907
N: 1.3654 -0.5259 0.8335
C: -0.3254 3.9924 -1.5061
C: -1.0530 1.6961 -4.5859
C: 3.2640 -1.9103 1.2994
H: -1.6802 2.4625 -5.0208
H: -2.9740 6.5961 -1.1235
H: -0.9456 -2.4977 2.8940

Computed, not measured: a molecular structure, C31H23Br2I2N2O9S2Ti, with the ωB97M-V functional and the def2-TZVPD basis.

Properties
Frontier orbital gap (alpha / beta) ... 6.710 / 6.697 eV
Highest occupied orbital energy (alpha / beta) ... -3.34 / -3.34 eV
2S+1 ... 2
ΔE to the lowest compared entry with this formula, charge and spin ... 0.516 eV
Net charge ... -2

Cartesian coordinates (Å):
C: 2.9848 0.2087 -0.4271
C: -3.7495 -3.8508 0.1060
H: -1.0356 1.5563 -7.1817
H: 3.3473 -0.6856 -4.9976
C: -0.5144 2.3418 -3.3948
C: -2.3076 -0.3910 0.3072
C: 2.9124 -5.1232 -1.3068
Br: -3.3795 2.1996 -0.1938
I: 0.4136 2.9554 1.6009
H: 4.9009 -2.5788 -4.5675
O: 3.4055 0.0041 0.6796
C: -0.4326 3.3498 -4.3685
O: 5.7194 -6.4481 0.9918
H: 5.6355 -3.0766 -2.2393
C: -0.4380 -4.5973 1.7310
H: 4.3300 -4.5152 1.6943
S: 4.8565 -6.6958 -0.1551
Br: -6.3183 -2.4338 -1.1877
N: 1.1726 -1.9665 -0.4740
O: -1.6239 -1.0901 -3.1852
C: -1.0104 -0.0917 -2.8944
C: 4.4783 -1.4770 -1.4090
H: 0.1484 -3.9459 2.3749
C: -1.5686 -3.8379 1.0996
H: -0.5387 3.8743 -6.4358
H: 0.2340 -4.9905 0.9645
O: -0.4257 0.0425 -1.7103
C: 2.8199 -3.2777 0.7659
H: -1.2521 -0.2384 -5.4692
C: -2.7256 -4.5353 0.6736
O: 2.3503 0.8651 -3.2916
O: 1.9278 1.0425 -0.6258
H: 0.6710 -1.7910 0.3877
C: -3.3887 0.3139 -0.1926
C: 3.5686 -0.4400 -1.6324
C: 4.5527 -1.9668 -3.7428
C: 0.1479 0.5904 4.5691
Ti: 0.1742 0.9532 -0.2591
H: -4.6444 -4.3621 -0.2229
I: 0.8261 -0.8881 3.3276
C: 4.9706 -2.2462 -2.4458
H: -0.2064 4.3578 -4.0395
O: 5.5377 -6.6347 -1.4431
C: -0.9040 1.7773 -6.1300
N: -1.4559 -2.5383 0.9527
H: 1.4255 -3.8876 -2.2542
C: -0.6186 3.0744 -5.7085
C: -2.4669 -1.8228 0.3953
H: 2.9628 -5.8517 -2.1078
H: 4.7597 -1.6820 -0.3853
C: -1.0210 0.7805 -5.1834
C: 2.0565 -4.0364 -1.3811
C: 3.7305 -5.2979 -0.1926
H: -2.7840 -5.6086 0.8172
C: 2.0068 -3.0995 -0.3476
H: 2.0115 1.3023 -2.4944
H: 0.8493 1.3921 4.7559
O: -1.1878 0.2152 0.7323
H: 0.5134 -2.0547 -1.2322
C: 3.1854 -0.1457 -2.9463
S: -0.2194 2.8606 -1.7376
O: 3.9880 -7.8588 -0.0092
C: 3.6781 -4.3726 0.8405
C: -0.8364 1.0479 -3.8277
H: -0.9065 0.8198 4.4907
C: -4.5614 -0.3034 -0.6612
H: -0.8142 -5.4419 2.3113
C: -3.6616 -2.4481 -0.0443
H: 2.8154 -2.5316 1.5568
C: -4.6877 -1.6496 -0.5900
C: 3.6823 -0.9200 -3.9935
H: -5.3495 0.3085 -1.0744

Computed, not measured: a molecular structure, C31H23BrGeN3O5S2Sn, with the ωB97M-V functional and the def2-TZVPD basis.

Properties
Frontier orbital gap (alpha / beta) ... 3.371 / 3.462 eV
Highest occupied orbital energy (alpha / beta) ... 0.86 / 0.75 eV
2S+1 ... 2
ΔE to the lowest compared entry with this formula, charge and spin ... 18.417 eV
Net charge ... -2

Cartesian coordinates (Å):
O: 1.8415 -3.9443 -1.9591
C: -1.5036 -4.2032 -1.2594
H: 4.0837 2.6858 4.4718
C: -0.8935 3.9977 0.6471
C: -2.3681 2.5228 -0.5742
C: 2.2055 2.4085 1.6528
C: -2.6096 -6.3102 -1.4047
C: -1.6238 0.0744 2.0687
H: -3.3004 1.4217 1.8528
H: 3.4557 -0.8589 -4.9636
N: 1.0085 1.7243 -0.9591
C: -3.3842 -1.5013 3.5709
N: -0.0172 -2.3520 -1.0446
C: -0.2108 -6.2408 -1.0058
C: 1.1225 1.6800 2.1602
H: -1.2481 6.1032 0.3821
C: 1.1258 1.3187 3.5167
N: 1.9489 0.4879 -2.2647
Ge: -0.3884 1.1517 1.0293
S: 0.9251 -3.6460 -0.8663
H: 0.7492 -6.7128 -0.8372
C: 3.5288 2.0571 -3.2261
H: -3.8636 3.4836 -1.7860
C: 2.3009 -0.3438 -3.2189
C: 3.2258 -0.1145 -4.2142
C: -2.9450 0.4892 2.2705
C: -1.1895 -1.1364 2.6250
H: -4.0650 -2.1110 4.1522
C: 2.5804 1.6890 -2.2865
H: -1.7258 -2.8548 3.8005
H: -3.5149 -6.8931 -1.5448
O: 1.4363 -3.8888 0.4738
C: -3.8221 -0.2988 3.0206
H: 2.2620 2.3720 -1.4666
H: 2.1814 1.3981 5.3892
S: 1.6854 4.4919 -0.9282
H: -3.6112 -4.3916 -1.6070
Sn: 0.5017 -0.3006 -0.9898
C: -1.2943 2.7026 0.3054
Br: 1.3121 -1.8312 -2.9292
C: 3.8477 1.1252 -4.2042
H: -1.3558 -8.0530 -1.1631
C: -1.5608 5.1017 0.1143
C: -3.0333 3.6276 -1.1058
H: -2.6879 1.5240 -0.8469
H: -0.0691 4.1585 1.3272
C: 2.1891 1.6809 4.3437
C: -2.6765 -4.9146 -1.4418
H: 0.3018 0.7579 3.9374
C: -1.3102 -2.7335 -1.2532
O: -2.2796 -2.0081 -1.4286
H: -0.1706 -1.4698 2.4764
H: 3.9905 3.0360 -3.1809
C: -2.0665 -1.9200 3.3728
C: -1.3866 -6.9680 -1.1884
H: 4.1002 3.3320 2.0827
C: -0.3191 -4.8675 -1.0498
C: 3.2588 2.4051 3.8284
H: -3.1463 5.7750 -1.1741
O: -0.7532 -0.9235 0.1468
H: 2.2303 2.6936 0.6290
O: 4.7728 1.3888 -5.1790
C: 3.2673 2.7685 2.4846
C: -2.6296 4.9172 -0.7616
H: -4.8439 0.0261 3.1751
C: 1.3052 2.9329 -0.9435
H: 5.1232 2.2812 -5.0514

Computed, not measured: a molecular structure, C31H23ClN7O9S2Ti, with the ωB97M-V functional and the def2-TZVPD basis.

Properties
Frontier orbital gap (alpha / beta) ... 6.191 / 7.229 eV
Highest occupied orbital energy (alpha / beta) ... -4.48 / -5.59 eV
2S+1 ... 3
ΔE to the lowest compared entry with this formula, charge and spin ... 0.686 eV
Net charge ... -1

Cartesian coordinates (Å):
Ti: 0.5249 -1.1087 0.0710
H: -7.1976 0.6976 1.4939
C: 4.8156 1.2582 0.3075
N: 2.1325 -2.2809 -0.2139
N: -1.5898 1.5510 2.5179
C: -1.6023 4.4069 0.1463
C: 4.0186 2.3639 0.5508
C: -0.8317 2.3196 -0.8479
H: -0.9407 4.1760 -1.8900
H: -0.4360 1.7498 -1.6780
C: 0.0970 -5.0547 -1.2104
C: -1.0543 1.7106 0.3845
C: -5.2960 -0.3084 1.3313
C: -0.4231 -3.9307 -0.5941
O: 3.2135 2.4926 1.6451
H: -1.1138 -0.5284 2.6840
C: 4.8724 3.4273 -1.4108
H: 2.0853 4.3576 -0.1353
C: -1.1088 3.6704 -0.9466
H: -1.8777 1.7434 3.4596
H: -4.7256 1.7453 -1.8586
C: -0.5388 -2.7645 -1.3095
N: 0.3730 -1.2704 -2.8548
H: 2.1793 1.6779 3.1535
H: -6.8189 2.0192 -0.5703
O: -1.2312 -4.5039 1.6130
C: 0.5818 -3.7131 -3.1965
O: 1.8470 0.5111 0.3066
S: -5.2489 -1.3320 2.7383
H: -1.8120 5.4626 0.0259
C: 5.6763 2.3239 -1.6493
N: -2.9820 -2.7746 3.0353
H: 4.7842 0.3919 0.9564
C: 2.8210 1.3296 2.3481
C: -4.8872 1.1559 -0.9638
C: -4.1242 -0.4984 0.5940
H: 3.2686 5.0063 0.9877
C: -1.1743 0.3517 2.0616
C: 4.0321 3.4635 -0.3084
H: -3.0036 0.1180 -1.1286
C: -3.9192 0.2483 -0.5643
C: 0.0885 -2.6035 -2.5298
H: 6.2708 0.3716 -1.0017
C: 3.1364 4.6435 -0.0331
H: -2.2453 -3.3501 2.6185
C: -1.8182 3.8081 1.3715
H: 0.2201 -5.9957 -0.6945
H: -2.1925 4.3692 2.2198
O: 0.9574 -7.1932 -2.6454
H: 1.0686 -3.6401 -4.1576
C: -6.2822 0.5831 0.9255
N: -0.8632 0.3763 0.7949
C: 0.5056 -4.9113 -2.5236
Cl: 6.7340 2.3179 -3.0500
C: 2.0184 0.3363 1.5439
H: 3.3488 5.4579 -0.7282
C: -6.0673 1.3165 -0.2335
O: -0.3244 -2.4956 1.2271
C: -3.6605 -1.9232 2.2178
H: 3.6768 0.8193 2.7964
O: 1.4806 -5.9884 -4.3489
S: 3.8219 -4.4006 0.5108
H: -1.2176 -1.9821 -0.9336
H: -3.5084 -3.2122 3.7708
N: 1.0335 -6.1374 -3.2324
H: 4.8948 4.2655 -2.0984
O: 0.5771 -0.8143 -3.9918
O: 1.4999 -0.6368 2.1424
C: 5.6527 1.2364 -0.8016
O: 0.3945 -0.4508 -1.7655
C: -0.6830 -3.6950 0.8799
N: -3.2144 -1.4190 1.1141
C: 2.8354 -3.1660 0.0952
C: -1.5243 2.4526 1.4598

Computed, not measured: 3 unconnected molecules or ions with the total composition C31H24BNO8, with the ωB97M-V functional and the def2-TZVPD basis.

Properties
Frontier orbital gap ... 8.583 eV
Highest occupied orbital energy ... -9.49 eV
SMILES ... O=C1c2ccccc2C(=O)c2ccccc21.O=C1c2ccccc2C(=O)c2ccccc21.CN(C)B(O)OC(=O)O
Net charge ... 0

Cartesian coordinates (Å):
C: -2.5047 0.1619 0.5064
H: 1.1349 3.1334 -0.8442
C: 1.8905 1.3289 2.9211
H: 4.1777 0.1789 -0.2297
C: 6.6883 3.4743 -2.8624
H: -5.2029 2.2354 -1.3096
H: -3.3007 3.3768 -0.2119
C: 6.1669 1.4326 -1.4927
O: -6.3942 -6.2224 0.5454
O: -1.5949 -1.8616 1.3140
C: 3.8570 1.1284 -0.6358
C: -3.3814 2.2989 -0.1892
C: 9.2872 2.5778 -3.2477
C: -1.2535 2.2650 1.0831
C: 8.4099 1.8297 -2.4820
H: 1.0000 3.1471 2.2137
C: -5.5348 -4.0592 -1.1198
H: -5.7848 -6.7138 1.1097
H: -7.3864 -6.1713 3.1743
B: -6.4775 -4.8783 0.8863
C: 3.0527 3.5751 -1.6868
C: 7.1058 2.2699 -2.2932
H: -3.6391 -1.5549 -0.0938
C: 2.1525 2.7905 -0.9864
H: 7.2358 5.1458 -4.0770
C: -3.5687 -0.4786 -0.1163
H: 0.5618 -1.7647 2.5251
O: -4.6647 -3.2506 -1.2106
H: -7.7888 -4.6264 3.9378
O: -6.5105 -3.9680 -0.1706
H: -5.9421 -5.8902 -1.4862
H: -5.3554 -0.2369 -1.2601
H: 9.5511 4.3472 -4.4354
C: -4.4437 1.6552 -0.8017
C: -4.5328 0.2678 -0.7713
C: 5.3032 3.9857 -2.6506
O: -1.1594 3.4748 1.0428
C: 7.5717 4.2187 -3.6339
C: 0.6653 -0.6902 2.4643
C: 0.9088 2.0722 2.2890
H: -4.6701 -3.6627 2.8354
C: 8.8661 3.7690 -3.8294
C: -5.2846 -4.5538 2.9793
H: -4.7027 -5.4339 2.6660
O: 4.9584 5.0565 -3.1034
H: -8.5790 -5.0472 2.4304
H: 2.5344 -0.6335 3.5067
O: -5.6826 -5.0873 -1.9665
H: 10.3017 2.2321 -3.3962
H: 2.7567 1.8247 3.3387
H: 8.7256 0.9003 -2.0288
C: -7.6363 -5.1207 2.9737
C: 2.5543 1.5646 -0.4658
C: -0.3209 0.0522 1.8268
N: -6.5640 -4.4009 2.2573
O: 6.5328 0.3906 -0.9909
H: 1.8507 0.9432 0.0666
C: 4.7657 1.9137 -1.3339
C: 1.7670 -0.0527 3.0119
C: -2.4040 1.5562 0.4604
C: -1.4876 -0.6570 1.2218
H: 2.7505 4.5280 -2.0983
H: -5.4878 -4.6657 4.0460
C: -0.2033 1.4413 1.7480
C: 4.3591 3.1380 -1.8699

Computed, not measured: a molecular structure, C31H24Cl2F5HgN4O4S, with the ωB97M-V functional and the def2-TZVPD basis.

Properties
Frontier orbital gap (alpha / beta) ... 5.867 / 5.922 eV
Highest occupied orbital energy (alpha / beta) ... -2.03 / -2.10 eV
2S+1 ... 2
ΔE to the lowest compared entry with this formula, charge and spin ... 0.099 eV
Net charge ... -2

Cartesian coordinates (Å):
N: -4.3897 -2.0253 4.7077
C: 2.3835 -0.4967 -1.6717
C: -4.9863 -4.2161 1.0838
H: 3.0671 -1.5111 4.6914
H: 3.8132 -2.3078 3.2843
C: -0.3413 -3.4556 3.8907
C: 0.6336 -2.4602 3.9666
C: 2.5727 4.3630 -0.8069
C: 2.0049 -0.3988 -0.3224
H: -2.4701 2.9771 -0.4780
H: -0.8274 2.4845 -0.0833
C: -2.4424 -0.8466 0.8718
C: -2.0189 -1.9147 4.6928
C: 0.2849 -1.1972 4.4206
O: 1.8978 -2.8308 3.5931
H: -2.0437 -1.6590 -1.0938
C: -1.5108 2.6782 -0.9096
F: 5.1765 0.2556 -7.8251
C: -1.6460 -3.1894 4.2467
H: 1.6543 0.9521 1.2875
H: 2.4349 -1.4636 -2.1616
O: -5.1002 -4.9786 0.1193
C: 2.6425 1.7855 -1.8629
H: -2.6338 0.8944 -1.5358
C: -1.0345 -0.9446 4.7926
N: -3.3100 -1.6189 5.2216
H: -2.9053 3.8796 -2.8856
C: 2.2682 3.3039 0.0047
C: -4.5653 -2.5578 3.4389
F: 6.1874 0.7038 -4.5000
C: -5.5785 -3.5257 3.3680
H: -0.8839 0.7218 -1.7194
H: -1.3111 0.0349 5.1648
Hg: 3.1145 0.4677 -4.9948
H: 2.6670 -0.9758 3.0408
C: -3.1098 -1.0691 2.0461
C: 2.2843 1.9846 -0.5044
H: -3.0538 -0.3467 2.8479
C: 1.9551 0.8388 0.2535
H: -1.5066 4.2295 -3.9434
N: -3.3696 -2.8363 -0.0722
H: 1.0169 -0.4050 4.4938
N: 2.6904 0.5477 -2.4001
C: -2.5799 -1.7887 -0.1577
C: 2.9049 -1.8431 3.6603
H: -6.1679 -3.6673 4.2688
C: 2.9833 2.8992 -2.7619
F: 5.6059 2.1164 -6.7977
H: -1.0807 4.7723 -1.3682
F: 7.1525 0.6215 -7.0252
F: 5.7141 -1.1598 -5.5572
H: 0.0502 3.6193 -2.0857
C: -0.9985 3.7861 -1.8283
O: -0.3274 1.7576 -4.0503
S: -1.7191 1.9035 -3.5391
H: -2.3939 -3.9672 4.1664
C: 2.9100 4.1691 -2.1428
H: 2.5501 5.3702 -0.4112
Cl: 3.2723 5.5743 -3.1123
C: 5.3680 0.1763 -5.4701
C: -1.8517 3.6585 -3.0826
H: -6.5497 -5.0928 2.2815
H: -0.0510 -4.4373 3.5378
H: -1.8378 0.0403 0.7355
H: 1.7514 -1.2862 0.2409
O: 3.3153 2.7186 -3.9563
C: -5.7859 -4.3247 2.2749
C: -3.8711 -2.2418 2.2195
C: 5.8302 0.7973 -6.7824
C: -1.7138 1.4274 -1.7739
Cl: 1.8375 3.5964 1.6800
C: -4.0279 -3.0663 1.0797

Computed, not measured: a molecular structure, C31H24IMnN9O8, with the ωB97M-V functional and the def2-TZVPD basis.

Properties
Frontier orbital gap (alpha / beta) ... 7.689 / 6.950 eV
Highest occupied orbital energy (alpha / beta) ... -7.97 / -7.22 eV
2S+1 ... 2
ΔE to the lowest compared entry with this formula, charge and spin ... 0.042 eV
Net charge ... 0

Cartesian coordinates (Å):
H: -2.7015 -0.9650 -4.2170
H: -4.6298 -4.7567 -3.6623
H: 2.2470 0.3351 2.1939
O: 0.2638 0.6095 1.0311
C: -3.4767 -2.5796 -1.3587
C: -0.6000 -0.5519 3.3667
C: -3.6846 -2.8741 -4.1032
H: -2.7988 -1.1678 1.5867
N: -1.6883 0.3924 -2.3492
C: -0.6475 1.2959 1.6323
H: -3.7107 1.0217 5.1509
H: 0.1928 -1.9587 0.7486
C: 3.7267 0.5628 0.7233
H: 3.8307 -0.3437 2.6538
C: -2.8075 -1.2542 0.5033
H: 0.2198 -3.4378 -3.3098
H: -1.8647 2.8726 -2.6485
O: -2.6362 -1.3477 6.1682
O: 6.2091 0.6847 -3.1411
C: 1.8013 3.7190 -0.1739
O: 1.7364 0.9208 -2.6937
C: -2.9818 -1.5833 -2.1959
C: 3.6823 0.7323 -1.4348
N: 5.0038 0.5285 0.2764
O: -1.1021 2.3781 1.2854
N: 2.9086 0.6849 -0.3014
C: -3.0938 -1.7448 -3.5785
C: 4.9990 0.6331 -1.0899
I: -0.7421 -5.0518 -0.4238
N: -3.3493 -2.3934 0.0118
C: -2.2986 -0.4364 -1.5783
H: 5.8523 0.4341 0.8134
C: -0.2374 4.8633 -1.5638
C: 3.0058 0.8417 -2.7573
C: 1.7274 5.0993 -0.2346
C: -2.2785 1.1875 3.5247
O: 7.3210 0.5205 -1.2159
C: 0.2951 -2.8921 -2.3854
C: 0.6917 5.6820 -0.9479
C: -4.0718 -3.7267 -1.8832
Mn: 0.9137 0.8974 -0.8052
O: -0.8089 -2.2806 5.1221
C: -4.1710 -3.8677 -3.2500
C: -1.1646 -1.1175 4.4795
H: 0.2583 -0.9854 2.8723
C: -0.0980 3.4893 -1.4436
C: 6.2836 0.6077 -1.8331
H: -2.6879 2.0992 3.1120
H: -0.9561 -2.0172 7.1665
C: -2.8503 0.5950 4.6545
C: -1.1793 0.6319 2.8852
C: -2.2637 -0.5601 5.1089
N: 0.7335 -1.6260 -2.3358
H: -3.6645 -3.1087 0.6452
C: -0.0042 -3.2494 -1.0875
C: -1.5857 -2.3000 6.3161
H: 2.4705 5.7002 0.2699
H: 3.5718 1.4037 2.6803
H: 2.5910 3.2212 0.3737
H: -4.4421 -4.4958 -1.2164
H: -1.0672 5.2718 -2.1242
N: 0.9162 2.9249 -0.7684
O: 3.6882 0.8298 -3.7905
N: 0.7347 -1.1430 -1.0884
H: -2.0139 -3.2915 6.4535
C: 0.2963 -2.1202 -0.3114
H: 5.2481 0.7424 -3.4606
N: -2.3144 -0.2997 -0.1989
H: 1.0161 -0.9906 -3.0741
C: 3.3247 0.4812 2.1512
H: 0.6088 6.7581 -1.0194
C: -1.0502 2.5446 -2.0104
N: -0.8755 1.3152 -1.7207
H: -3.7706 -2.9940 -5.1747